The following is a quantum chemistry calculation of a molecular structure, C17H14AlCl5N5S2, from OMol25.

Output
Molecular weight ... 556.715 g/mol
LUMO level ... -3.6 eV
Highest occupied orbital energy ... -11.722 eV
Gap between HOMO and LUMO ... 8.15 eV
Energy relative to the best compared isomer or geometry (same formula, charge and spin) ... 0.095 eV
Net charge ... +1

Each line ends with the Mulliken charge.
Cartesian coordinates (Å):
Al 0.29 -0.46 0.12  0.1157
S -0.18 -2.38 1.31  -0.2055
C -1.71 -1.99 1.85  0.3618
N -2.78 -1.71 2.19  -0.6384
N 2.10 -1.04 0.02  -0.3963
C 3.11 -1.61 -0.07  0.9598
N 4.24 -2.22 -0.17  -0.0691
C 4.98 -2.24 -1.46  -0.6378
C 5.03 -3.68 -2.02  -0.4382
C 4.31 -4.66 -1.10  -0.7515
C 4.85 -4.57 0.33  -0.4243
C 4.69 -3.14 0.89  -0.6910
H 5.97 -1.85 -1.26  0.2922
H 4.48 -1.55 -2.13  0.3307
H 6.07 -3.98 -2.12  0.3180
H 4.59 -3.70 -3.01  0.3323
H 4.44 -5.68 -1.48  0.4072
H 3.23 -4.47 -1.10  0.2303
H 5.90 -4.84 0.33  0.3183
H 4.33 -5.27 0.98  0.3356
H 5.63 -2.75 1.28  0.2757
H 3.96 -3.10 1.69  0.3727
Cl 1.57 1.84 -1.18  -0.1572
C 0.39 1.09 -2.22  1.0071
C -0.26 -0.03 -1.72  -0.8536
C -1.28 -0.57 -2.49  0.7513
Cl -2.20 -1.88 -1.84  -0.1168
C -1.62 -0.03 -3.73  -0.3357
Cl -2.90 -0.71 -4.65  -0.1530
C -0.92 1.08 -4.21  0.6441
Cl -1.32 1.75 -5.74  -0.1460
C 0.10 1.66 -3.45  -0.5183
Cl 0.93 3.04 -4.01  -0.1649
S -0.75 1.11 1.46  -0.3451
C -2.15 1.29 0.43  0.2230
N -3.27 0.61 0.76  0.1470
C -4.41 0.73 0.07  -0.0972
C -4.45 1.58 -1.01  -0.6817
C -3.27 2.24 -1.31  -0.0673
N -2.15 2.11 -0.61  -0.2828
H -3.20 -0.10 1.51  0.3658
H -5.24 0.13 0.41  0.4623
H -5.35 1.70 -1.59  0.4420
H -3.22 2.92 -2.16  0.4787

***

The following is a quantum chemistry calculation of a molecular structure, C26H30Br2ClMoN3OSe2, from OMol25.

Output
Molecular weight ... 849.667 g/mol
2S+1 ... 3
LUMO level (spin up / spin down) ... -7.2 / -6.8 eV
Highest occupied orbital energy (spin up / spin down) ... -12.930 / -13.444 eV
Gap between HOMO and LUMO (spin up / spin down) ... 5.70 / 6.60 eV
Energy relative to the best compared isomer or geometry (same formula, charge and spin) ... 0.997 eV
Net charge ... +2

Each line ends with the Mulliken charge.
Cartesian coordinates (Å):
Mo 1.11 0.67 0.36  0.4774
C 0.00 4.16 1.68  -1.1056
Se 1.57 3.06 1.36  0.3127
C 2.04 2.62 3.22  -0.7630
C 1.09 1.68 3.91  -0.8010
Se 1.07 -0.12 3.10  0.4883
C -0.53 -0.74 4.02  -1.1214
H 0.31 5.04 2.24  0.3919
H -0.78 3.62 2.20  0.3367
H -0.35 4.48 0.70  0.3432
H 2.09 3.57 3.75  0.5599
H 3.05 2.22 3.16  0.2635
H 0.06 2.04 3.90  0.3763
H 1.40 1.53 4.94  0.5109
H -0.33 -0.73 5.09  0.3723
H -0.71 -1.77 3.70  0.3511
H -1.38 -0.11 3.77  0.3225
Br 5.74 0.52 2.20  -0.1110
C 4.82 -0.87 1.33  -0.3115
C 5.41 -2.14 1.16  -0.3086
C 4.73 -3.15 0.54  -0.0743
Br 5.58 -4.82 0.32  -0.1431
C 3.40 -2.97 0.07  0.5558
C 2.60 -3.93 -0.57  -0.7677
C 1.33 -3.60 -0.95  -1.1318
C 0.84 -2.32 -0.71  -0.4829
N 1.55 -1.38 -0.12  0.8379
C 2.83 -1.69 0.26  0.1741
C 3.55 -0.63 0.85  0.2782
O 2.90 0.53 0.91  -0.1753
H 6.41 -2.31 1.53  0.4754
H 3.01 -4.92 -0.74  0.3805
H 0.69 -4.32 -1.45  0.5363
H -0.16 -2.04 -1.02  0.4777
N -0.79 0.60 0.05  -0.6903
C -1.91 0.55 -0.33  0.5259
N -3.09 0.51 -0.78  0.0174
C -3.72 -0.72 -1.30  -0.4773
C -4.98 -1.03 -0.50  -0.6913
C -5.93 0.17 -0.52  -0.6577
C -5.24 1.42 0.01  -0.6057
C -3.97 1.71 -0.79  -0.6914
H -3.00 -1.54 -1.25  0.3740
H -3.97 -0.54 -2.35  0.3052
H -4.72 -1.29 0.52  0.3021
H -5.46 -1.91 -0.95  0.3601
H -6.82 -0.05 0.08  0.3341
H -6.27 0.35 -1.55  0.3175
H -4.98 1.28 1.07  0.2797
H -5.89 2.29 -0.05  0.3640
H -3.42 2.56 -0.39  0.5129
H -4.23 1.91 -1.83  0.3291
Cl -0.14 -2.28 -5.46  -0.1802
C 0.38 -1.12 -4.30  0.2939
C 1.66 -1.18 -3.78  -0.8258
C 2.07 -0.24 -2.85  -0.5403
C 1.21 0.78 -2.41  1.0984
C 1.67 1.79 -1.45  -1.6134
C -0.07 0.83 -2.99  -0.2473
C -0.49 -0.10 -3.91  -1.0043
H 2.34 -1.96 -4.11  0.5188
H 3.09 -0.28 -2.47  0.4978
H 1.16 2.75 -1.58  0.6070
H 2.74 1.96 -1.48  0.4665
H -0.73 1.65 -2.72  0.6618
H -1.47 -0.04 -4.36  0.5334

***

The following is a quantum chemistry calculation of a molecular structure, C16H22N2PtSe2SiTe2, from OMol25.

Output
Molecular weight ... 878.650 g/mol
LUMO level (spin up / spin down) ... 4.5 / 4.5 eV
Highest occupied orbital energy (spin up / spin down) ... 0.237 / 0.323 eV
Gap between HOMO and LUMO (spin up / spin down) ... 4.22 / 4.14 eV
Net charge ... -2

Each line ends with the Mulliken charge.
Cartesian coordinates (Å):
Pt 0.16 -0.16 0.62  1.3035
Se 2.63 0.48 0.46  -0.4798
Te 3.37 -1.09 2.27  -0.3589
Te 1.70 -0.20 4.23  -0.2374
Se -0.48 -0.77 3.10  -0.6091
C -3.73 -1.46 0.44  -1.1817
C -3.30 -0.02 0.47  0.3741
C -4.19 0.97 0.86  -0.7422
C -3.77 2.30 0.82  -0.4652
C -2.52 2.60 0.35  -0.6625
C -1.66 1.54 -0.05  0.5760
N -2.07 0.25 0.07  -0.1011
N -0.44 1.70 -0.57  -0.2260
Si 0.06 2.84 -1.71  -0.2103
C 1.50 2.09 -2.71  -0.6298
C -1.38 3.16 -2.94  -1.0923
C 0.64 4.59 -1.13  -1.1267
H -4.40 -1.61 -0.41  0.2464
H -4.25 -1.74 1.35  0.4417
H -2.86 -2.10 0.31  0.0557
H -5.18 0.72 1.20  0.3865
H -4.45 3.08 1.15  0.3723
H -2.14 3.61 0.30  0.3768
H 1.33 1.04 -2.89  -0.0917
H 2.44 2.17 -2.16  0.2603
H 1.64 2.58 -3.67  0.3915
H -1.80 2.22 -3.29  0.2959
H -1.07 3.72 -3.82  0.3925
H -2.19 3.71 -2.47  0.3311
H 1.47 4.51 -0.44  0.3021
H -0.15 5.14 -0.63  0.3069
H 0.97 5.20 -1.97  0.3222
C 0.36 -2.24 -0.01  -1.6912
C 0.43 -2.11 -1.44  1.0690
C -0.73 -2.13 -2.25  0.0064
C -0.66 -2.01 -3.62  -0.6310
C 0.57 -1.87 -4.26  -0.3728
C 1.73 -1.88 -3.49  -0.5364
C 1.66 -2.01 -2.12  -0.3649
H 1.28 -2.63 0.45  0.4094
H -0.53 -2.75 0.37  0.2832
H -1.70 -2.24 -1.78  0.0692
H -1.57 -2.04 -4.21  0.3565
H 0.62 -1.75 -5.33  0.3320
H 2.69 -1.78 -3.98  0.3313
H 2.58 -2.03 -1.54  0.2187

***

The following is a quantum chemistry calculation of a molecular structure, C11H26MnO15S3, from OMol25.

Output
Molecular weight ... 549.453 g/mol
2S+1 ... 6
LUMO level (spin up / spin down) ... 0.4 / 0.4 eV
Highest occupied orbital energy (spin up / spin down) ... -8.123 / -8.975 eV
Gap between HOMO and LUMO (spin up / spin down) ... 8.47 / 9.33 eV
Energy relative to the best compared isomer or geometry (same formula, charge and spin) ... 0.000 eV

Each line ends with the Mulliken charge.
Cartesian coordinates (Å):
Mn 1.25 -0.19 0.28  1.1346
O 1.16 2.15 3.45  -0.4907
C 1.13 1.38 2.35  0.8613
O 0.41 0.35 2.25  -0.6591
O 1.87 1.66 1.37  -0.7094
H 1.82 2.80 3.19  0.3336
O 3.93 -0.75 -2.59  -0.4958
C 3.09 -0.68 -1.54  0.8884
O 3.54 -0.48 -0.38  -0.6718
O 1.84 -0.82 -1.69  -0.6960
H 4.78 -0.68 -2.15  0.3266
O 0.07 1.34 -0.88  -0.1091
S -0.44 2.48 -1.54  0.8563
O -1.58 3.16 -1.03  -0.7173
O 0.78 3.47 -1.62  -0.1187
C 0.59 4.75 -2.24  -0.2256
C 1.92 5.49 -2.17  -1.2685
C -0.73 1.99 -3.21  -0.7521
H -0.19 5.30 -1.70  0.3290
H 0.28 4.62 -3.28  0.2646
H 2.22 5.50 -1.13  0.3255
H 1.81 6.46 -2.66  0.4028
H 2.63 4.91 -2.75  0.3079
H 0.08 1.33 -3.51  0.2711
H -0.87 2.87 -3.83  0.4563
H -1.61 1.35 -3.13  0.0720
O -2.72 -2.55 0.16  -0.6822
S -2.14 -1.28 -0.07  1.0468
O -0.72 -1.19 -0.13  -0.3169
O -2.67 -0.70 -1.45  -0.1388
C -4.09 -0.85 -1.69  -0.3548
C -4.54 0.43 -2.38  -1.0767
C -2.71 -0.09 1.11  -0.8770
H -4.62 -0.92 -0.74  0.3976
H -4.28 -1.73 -2.30  0.2722
H -3.92 0.59 -3.26  0.2443
H -4.40 1.26 -1.69  0.2665
H -5.59 0.35 -2.63  0.4002
H -3.65 -0.41 1.56  0.4392
H -2.87 0.86 0.60  0.2629
H -1.93 -0.05 1.87  0.2580
O 1.67 -2.07 1.22  -0.3470
S 2.17 -3.34 1.67  0.8956
O 3.49 -3.40 2.17  -0.6332
O 1.19 -3.92 2.76  -0.2725
C 1.39 -3.39 4.09  -0.2261
C 0.07 -3.06 4.73  -1.1156
C 1.95 -4.55 0.43  -1.0144
H 2.04 -2.52 4.07  0.3393
H 1.93 -4.12 4.71  0.3413
H -0.62 -3.90 4.69  0.3149
H -0.42 -2.19 4.29  0.1894
H 0.22 -2.80 5.79  0.3884
H 2.11 -5.53 0.87  0.3850
H 2.82 -4.39 -0.22  0.4004
H 1.06 -4.31 -0.14  0.2973

***

The following is a quantum chemistry calculation of a single C4H2N2 molecule, from OMol25.

Output
Structure (SMILES) ... N#C/C=C\C#N
Molecular weight ... 78.074 g/mol
LUMO level ... -1.4 eV
Highest occupied orbital energy ... -10.480 eV
Gap between HOMO and LUMO ... 9.06 eV
Energy relative to the best compared isomer or geometry (same formula, charge and spin) ... 1.507 eV

Each line ends with the Mulliken charge.
Cartesian coordinates (Å):
N -0.86 1.81 0.71  -0.4214
C -1.00 0.63 0.43  0.3121
C -1.27 -0.56 -0.26  -0.4277
C -0.03 -1.07 -0.60  -0.2412
C 1.09 -0.47 -0.25  0.2587
N 2.18 -0.10 0.06  -0.3552
H -2.05 -1.13 -0.33  0.4886
H 0.12 -2.03 -0.97  0.3861

***

Q: The lowest molecular weight belongs to which entry?
A: C4H2N2

***

Please write out number 3 again, unchanged.
The following is a quantum chemistry calculation of a molecular structure, C16H22N2PtSe2SiTe2, from OMol25.

Output
Molecular weight ... 878.650 g/mol
LUMO level (spin up / spin down) ... 4.5 / 4.5 eV
Highest occupied orbital energy (spin up / spin down) ... 0.237 / 0.323 eV
Gap between HOMO and LUMO (spin up / spin down) ... 4.22 / 4.14 eV
Net charge ... -2

Each line ends with the Mulliken charge.
Cartesian coordinates (Å):
Pt 0.16 -0.16 0.62  1.3035
Se 2.63 0.48 0.46  -0.4798
Te 3.37 -1.09 2.27  -0.3589
Te 1.70 -0.20 4.23  -0.2374
Se -0.48 -0.77 3.10  -0.6091
C -3.73 -1.46 0.44  -1.1817
C -3.30 -0.02 0.47  0.3741
C -4.19 0.97 0.86  -0.7422
C -3.77 2.30 0.82  -0.4652
C -2.52 2.60 0.35  -0.6625
C -1.66 1.54 -0.05  0.5760
N -2.07 0.25 0.07  -0.1011
N -0.44 1.70 -0.57  -0.2260
Si 0.06 2.84 -1.71  -0.2103
C 1.50 2.09 -2.71  -0.6298
C -1.38 3.16 -2.94  -1.0923
C 0.64 4.59 -1.13  -1.1267
H -4.40 -1.61 -0.41  0.2464
H -4.25 -1.74 1.35  0.4417
H -2.86 -2.10 0.31  0.0557
H -5.18 0.72 1.20  0.3865
H -4.45 3.08 1.15  0.3723
H -2.14 3.61 0.30  0.3768
H 1.33 1.04 -2.89  -0.0917
H 2.44 2.17 -2.16  0.2603
H 1.64 2.58 -3.67  0.3915
H -1.80 2.22 -3.29  0.2959
H -1.07 3.72 -3.82  0.3925
H -2.19 3.71 -2.47  0.3311
H 1.47 4.51 -0.44  0.3021
H -0.15 5.14 -0.63  0.3069
H 0.97 5.20 -1.97  0.3222
C 0.36 -2.24 -0.01  -1.6912
C 0.43 -2.11 -1.44  1.0690
C -0.73 -2.13 -2.25  0.0064
C -0.66 -2.01 -3.62  -0.6310
C 0.57 -1.87 -4.26  -0.3728
C 1.73 -1.88 -3.49  -0.5364
C 1.66 -2.01 -2.12  -0.3649
H 1.28 -2.63 0.45  0.4094
H -0.53 -2.75 0.37  0.2832
H -1.70 -2.24 -1.78  0.0692
H -1.57 -2.04 -4.21  0.3565
H 0.62 -1.75 -5.33  0.3320
H 2.69 -1.78 -3.98  0.3313
H 2.58 -2.03 -1.54  0.2187

***

Repeat the fifth record exactly.
The following is a quantum chemistry calculation of a single C4H2N2 molecule, from OMol25.

Output
Structure (SMILES) ... N#C/C=C\C#N
Molecular weight ... 78.074 g/mol
LUMO level ... -1.4 eV
Highest occupied orbital energy ... -10.480 eV
Gap between HOMO and LUMO ... 9.06 eV
Energy relative to the best compared isomer or geometry (same formula, charge and spin) ... 1.507 eV

Each line ends with the Mulliken charge.
Cartesian coordinates (Å):
N -0.86 1.81 0.71  -0.4214
C -1.00 0.63 0.43  0.3121
C -1.27 -0.56 -0.26  -0.4277
C -0.03 -1.07 -0.60  -0.2412
C 1.09 -0.47 -0.25  0.2587
N 2.18 -0.10 0.06  -0.3552
H -2.05 -1.13 -0.33  0.4886
H 0.12 -2.03 -0.97  0.3861